(1)
{"formula": "C24H35NO2", "method": "ωB97M-V with the def2-TZVPD basis set", "smiles": "COc1ccc(CC2(CO)CCN(CC3=CC[C@H]4C[C@@H]3C4(C)C)CC2)cc1", "orbital_gap_ev": 8.87, "relative_energy_ev": 0.129, "e_lumo_ev": 0.701, "e_homo_ev": -8.17, "total_energy_ha": -1140.70214, "species": ["C", "H", "O", "C", "C", "C", "C", "C", "C", "H", "H", "C", "H", "H", "C", "C", "C", "N", "C", "C", "H", "H", "H", "H", "C", "C", "C", "C", "C", "H", "C", "H", "H", "C", "H", "C", "C", "H", "H", "H", "C", "H", "H", "H", "H", "H", "H", "H", "H", "H", "H", "H", "H", "C", "O", "H", "H", "H", "H", "H", "H", "H"], "coordinates": [[-8.0727, -2.3125, 0.4116], [-7.4241, -2.8387, 1.1199], [-7.7719, -0.9402, 0.3557], [-6.5247, -0.5636, -0.0453], [-5.5052, -1.4322, -0.4148], [-4.2750, -0.9288, -0.8026], [-4.0186, 0.4348, -0.8295], [-5.0560, 1.2942, -0.4770], [-6.2866, 0.8099, -0.0892], [-7.0874, 1.4787, 0.1837], [-4.9120, 2.3652, -0.5173], [-2.6675, 0.9588, -1.2252], [-2.2462, 0.3099, -1.9971], [-2.7733, 1.9552, -1.6632], [-1.6435, 1.0373, -0.0597], [-0.3452, 1.6505, -0.6091], [0.8364, 1.4991, 0.3583], [1.0730, 0.1384, 0.7974], [-0.1236, -0.4136, 1.3933], [-1.3537, -0.3720, 0.4751], [-2.2219, -0.7488, 1.0190], [-1.1712, -1.0379, -0.3717], [0.0763, -1.4487, 1.6841], [-0.3229, 0.1536, 2.3074], [1.6902, -0.7034, -0.2146], [3.0980, -0.2589, -0.4792], [3.5987, -0.0055, -1.6837], [5.0489, 0.3587, -1.8374], [5.7144, 0.4058, -0.4637], [6.7668, 0.6866, -0.5309], [4.7994, 1.2093, 0.4726], [5.2983, 1.5738, 1.3657], [4.2389, 2.0237, 0.0177], [4.0321, -0.1094, 0.6863], [3.5423, -0.2882, 1.6404], [5.3606, -0.8523, 0.3678], [5.2930, -2.2004, -0.3379], [4.9913, -2.9710, 0.3693], [6.2753, -2.4614, -0.7282], [4.5834, -2.1997, -1.1590], [6.2533, -1.0071, 1.5958], [5.8241, -1.7388, 2.2781], [7.2393, -1.3582, 1.2954], [6.3768, -0.0736, 2.1354], [5.5481, -0.3677, -2.4857], [5.1362, 1.3354, -2.3248], [3.0051, -0.0743, -2.5847], [1.1315, -0.7353, -1.1644], [1.7230, -1.7220, 0.1891], [1.7460, 1.8634, -0.1231], [0.6609, 2.1061, 1.2506], [-0.0939, 1.1687, -1.5568], [-0.5026, 2.7127, -0.8036], [-2.2069, 1.9192, 1.0734], [-2.3933, 3.2645, 0.7108], [-3.0538, 3.3009, 0.0105], [-3.1489, 1.4808, 1.4342], [-1.5063, 1.9503, 1.9085], [-3.5026, -1.6232, -1.0987], [-5.6543, -2.5006, -0.4103], [-9.1041, -2.3746, 0.7552], [-7.9917, -2.7831, -0.5738]]}



(2)
{"formula": "C5H12N3", "method": "ωB97M-V with the def2-TZVPD basis set", "total_charge": 1, "orbital_gap_ev": 9.10, "relative_energy_ev": 4.156, "e_lumo_ev": -2.886, "e_homo_ev": -11.98, "total_energy_ha": -361.61538, "species": ["C", "C", "C", "C", "C", "N", "N", "N", "H", "H", "H", "H", "H", "H", "H", "H", "H", "H", "H", "H"], "coordinates": [[-0.6023, -1.6238, 0.0501], [0.7089, -1.4992, -0.3186], [0.1708, 0.7791, -0.0088], [-2.5681, 0.0721, 0.3687], [2.3459, 0.1150, 0.5353], [-1.2220, -0.4722, 0.3293], [-0.2604, 1.5838, -1.0007], [1.2417, -0.1622, -0.3866], [-1.2226, -2.4991, 0.2116], [1.3488, -2.3049, -0.4560], [0.2918, 1.2074, 0.9723], [-3.0733, -0.3488, -0.5597], [-3.2419, -0.0406, 1.2051], [-2.2534, 1.1336, 0.2338], [2.9132, 0.9923, 0.4241], [1.9485, 0.0557, 1.5271], [3.2360, -0.6626, 0.5615], [-0.7629, 2.3494, -0.6135], [-0.6239, 1.1047, -1.7733], [1.6252, 0.2204, -1.3018]]}



(3)
{"formula": "C43H38N7RuSe3", "method": "ωB97M-V with the def2-TZVPD basis set", "orbital_gap_ev": [5.98, 6.13], "multiplicity": 2, "relative_energy_ev": 0.532, "e_lumo_ev": [-0.706, -1.057], "e_homo_ev": [-6.69, -7.19], "total_energy_ha": -9343.80145, "species": ["Ru", "Se", "Se", "C", "C", "C", "C", "C", "N", "C", "C", "C", "C", "C", "N", "H", "H", "H", "H", "H", "H", "H", "H", "N", "C", "C", "C", "C", "N", "C", "C", "H", "H", "H", "H", "C", "C", "C", "C", "C", "C", "C", "C", "C", "C", "H", "H", "H", "H", "H", "H", "H", "H", "H", "H", "H", "H", "C", "C", "N", "C", "C", "C", "C", "C", "C", "C", "C", "N", "C", "N", "H", "H", "H", "H", "H", "H", "H", "H", "H", "Se", "C", "C", "C", "C", "C", "C", "H", "H", "H", "H", "H"], "coordinates": [[-0.8624, 0.8296, 0.3950], [-2.5207, 3.1268, -1.5959], [-1.2041, 3.3974, 1.0082], [0.3004, 3.5206, -0.1354], [1.1083, 4.6434, -0.2680], [2.1704, 4.5893, -1.1501], [2.4115, 3.4117, -1.8430], [1.5795, 2.3286, -1.6241], [0.5233, 2.3876, -0.8130], [-3.5672, 1.8470, -0.7042], [-4.9572, 1.9296, -0.7653], [-5.7420, 1.0222, -0.0844], [-5.1156, 0.0470, 0.6702], [-3.7368, 0.0202, 0.6928], [-2.9454, 0.8734, 0.0228], [0.8818, 5.5360, 0.2979], [2.8029, 5.4565, -1.2960], [3.2195, 3.3259, -2.5527], [1.7467, 1.3867, -2.1229], [-5.3993, 2.7261, -1.3460], [-6.8218, 1.0817, -0.1333], [-5.6695, -0.7010, 1.2202], [-3.2209, -0.7450, 1.2464], [-0.8783, -0.0805, 7.6805], [-1.0081, -0.0552, 6.5398], [-1.1552, -0.0202, 5.1040], [-0.4639, -0.9225, 4.3116], [-0.5973, -0.8232, 2.9382], [-1.3682, 0.0926, 2.3356], [-2.0591, 0.9335, 3.1248], [-1.9815, 0.9204, 4.5035], [0.1788, -1.6765, 4.7416], [-0.0823, -1.5085, 2.2855], [-2.7045, 1.6367, 2.6200], [-2.5468, 1.6316, 5.0873], [-1.9657, -0.3976, -2.6217], [-0.7429, -1.1652, -2.1249], [-0.8528, -2.6064, -2.6731], [-0.6590, -1.0709, -0.5560], [0.5339, -0.6344, -2.7780], [1.7690, -1.2065, -2.4619], [2.9317, -0.8467, -3.1234], [2.8906, 0.0974, -4.1431], [1.6725, 0.6625, -4.4857], [0.5126, 0.3046, -3.8074], [-2.8478, -0.6897, -2.0558], [-2.1560, -0.5935, -3.6802], [-1.8562, 0.6762, -2.4793], [-1.7834, -3.0850, -2.3766], [-0.0411, -3.2436, -2.3210], [-0.8151, -2.5760, -3.7650], [0.3559, -1.3861, -0.2851], [1.8166, -1.9762, -1.6990], [3.8681, -1.3221, -2.8609], [3.7941, 0.3759, -4.6709], [1.6174, 1.3959, -5.2806], [-0.4199, 0.7708, -4.0929], [2.2428, 1.1805, 3.3460], [1.2232, 1.4080, 2.4400], [1.0990, 0.7308, 1.2843], [2.0871, -0.1210, 0.9701], [3.1309, -0.4407, 1.8388], [3.1761, 0.2000, 3.0696], [4.1011, -1.5190, 1.5161], [5.0839, -1.5435, 0.6172], [5.6829, -0.4475, -0.1725], [5.6038, 0.8995, 0.1573], [6.3668, 1.7723, -0.5947], [7.1091, 1.3815, -1.6271], [7.0911, 0.0772, -1.8761], [6.4463, -0.8577, -1.1929], [2.2657, 1.7360, 4.2733], [0.4414, 2.1247, 2.6466], [2.0142, -0.6102, 0.0111], [3.9570, -0.0418, 3.7805], [3.9768, -2.4191, 2.1107], [5.6132, -2.4780, 0.4732], [5.0155, 1.2608, 0.9863], [6.3899, 2.8259, -0.3491], [7.6865, -0.2650, -2.7158], [-1.4365, -2.6987, 0.3446], [-3.3380, -2.9169, 0.2095], [-3.9604, -3.3583, 1.3802], [-5.3163, -3.6442, 1.4055], [-6.0862, -3.4815, 0.2611], [-5.4751, -3.0530, -0.9067], [-4.1126, -2.7859, -0.9389], [-3.3731, -3.4707, 2.2843], [-5.7733, -3.9884, 2.3250], [-7.1474, -3.6929, 0.2787], [-6.0570, -2.9320, -1.8120], [-3.6662, -2.4839, -1.8732]]}



(4)
{"formula": "C13H27Cl2N3O4P3S2", "method": "ωB97M-V with the def2-TZVPD basis set", "total_charge": 1, "orbital_gap_ev": 5.85, "e_lumo_ev": -4.497, "e_homo_ev": -10.34, "total_energy_ha": -3717.08792, "species": ["C", "C", "P", "C", "C", "C", "C", "C", "C", "C", "Cl", "N", "C", "O", "N", "O", "C", "P", "O", "Cl", "N", "P", "S", "H", "H", "H", "H", "H", "H", "H", "H", "H", "H", "H", "H", "H", "H", "H", "H", "H", "H", "H", "H", "H", "C", "S", "O", "C", "H", "H", "H", "H", "H", "H"], "coordinates": [[3.3192, 0.1167, 0.3184], [2.6235, -0.7150, 1.5128], [1.9752, -2.3695, 0.7696], [3.5942, -3.2996, 0.3314], [3.5625, -4.8613, 0.7189], [1.0916, -1.7991, -0.8278], [0.1492, -0.5536, -1.0046], [-0.2645, 0.4424, 0.1862], [-1.0665, -0.4765, 1.2786], [-2.6354, -0.1054, 1.3191], [-2.8598, 1.5162, 2.1949], [-0.3125, -0.4048, -2.3928], [-1.1731, 0.6457, -2.9985], [-0.6355, 1.9758, -2.6784], [0.6743, 2.0600, -3.0859], [0.9848, 3.1992, -2.8760], [0.2957, -1.5587, -3.0523], [0.1555, -2.0396, -4.9078], [1.1876, -0.9743, -5.8013], [-1.8417, -1.7619, -5.5659], [1.1106, -2.3829, -2.1704], [1.9550, -3.8527, -2.6981], [3.6803, -3.5408, -3.5322], [4.3425, 0.5627, 0.6209], [2.6617, 0.9992, -0.0253], [3.5299, -0.5039, -0.6267], [1.8173, -0.1459, 2.0831], [3.4658, -0.9679, 2.2632], [4.4468, -2.8259, 0.9551], [3.8495, -3.0797, -0.7601], [3.7228, -5.4604, -0.2526], [2.6042, -5.2085, 1.2301], [4.4633, -5.0739, 1.4110], [0.6240, 0.9414, 0.6955], [-0.9822, 1.2721, -0.1475], [-1.0086, -1.5845, 0.9458], [-0.5728, -0.4489, 2.3166], [-3.0277, -0.0311, 0.2359], [-3.2488, -0.9185, 1.8374], [-1.3032, 0.5228, -4.1352], [-2.2352, 0.6359, -2.5423], [1.9365, -1.5127, -6.1445], [1.1151, -4.4869, -3.6969], [1.9886, -4.7449, -1.5672], [-5.5916, 5.8830, 4.0859], [-4.7379, 4.3071, 3.8773], [-4.7915, 3.5911, 5.1868], [-3.0827, 5.0089, 3.7104], [-6.6519, 5.6830, 4.2458], [-5.1892, 6.4144, 4.9502], [-5.4704, 6.4867, 3.1845], [-2.8346, 5.5937, 4.5985], [-3.0413, 5.6403, 2.8210], [-2.3686, 4.1909, 3.6056]]}



Number 1: F_max 0.60 eV/A. Number 2: F_max 4.91 eV/A. Number 3: F_max 0.95 eV/A. Number 4: F_max 6.87 eV/A.